C4H8N2O2 | ωB97M-V with the def2-TZVPD basis set

Results
F_max = 3.05 eV/Å
SMILES = CC(C)(N=O)C(N)=O
Electronic energy = -417.117137 a.u.
Energy relative to the best compared isomer or geometry (same formula, charge and spin) = 87.1 kcal per mole
Orbital gap = 0.324 hartree

```
16
C4H8N2O2 ωB97M-V with the def2-TZVPD basis set
O 0.497 1.299 -1.800
O -2.019 1.400 0.467
N -1.753 0.236 0.456
N 0.974 1.844 0.352
C -0.561 -1.267 -1.136
C -0.194 -0.240 -0.115
C 0.473 1.000 -0.624
C 0.454 -0.921 1.129
H 1.531 2.685 0.071
H 0.848 -1.864 0.756
H 1.251 -0.211 1.390
H -0.172 -0.940 2.022
H 0.344 -1.785 -1.418
H -1.075 -0.802 -2.072
H -1.200 -2.146 -0.749
H 0.601 1.710 1.270
```

Electronic structure analysis, Mulliken charges in units of e:
1 O -0.621
2 O -0.258
3 N -0.011
4 N -0.400
5 C -1.500
6 C 1.088
7 C 0.458
8 C -1.374
9 H 0.264
10 H 0.322
11 H 0.407
12 H 0.376
13 H 0.392
14 H 0.294
15 H 0.361
16 H 0.203